1.
128
Properties=species:S:1:pos:R:3 method="wB97M-V/def2-TZVPD" homo_energy_ev=-8.41 energy_ev=-109592.933 orbital_gap_ev=8.792 charge=0
C 7.537 7.675 8.842
H -2.937 0.040 0.138
N -4.684 -2.103 -4.870
C 7.832 5.406 9.431
H -1.247 0.498 0.150
C -3.425 -2.251 -4.111
H 3.315 1.428 4.085
C 5.444 3.653 6.260
C 2.451 -1.350 0.479
C -6.128 -1.115 -2.321
H 6.876 8.317 8.262
H 3.743 4.400 4.718
C 3.594 2.448 3.808
Cl -2.858 -3.993 -4.362
C 3.772 0.712 0.452
C 1.888 0.439 -1.024
H 2.419 3.390 5.320
H -5.580 -5.401 -2.113
H 3.941 -0.979 -5.093
H -6.475 -1.826 -3.072
H 5.230 4.659 6.636
O -5.202 -3.353 -5.292
H -1.213 0.530 -6.042
H -0.353 0.245 -4.454
H -6.377 -2.879 0.617
O 5.264 -2.333 -2.339
H -0.556 2.726 -4.848
H -9.362 -1.632 -5.997
C 5.198 6.436 11.126
C -3.724 -2.172 -2.546
H -4.425 -0.159 -3.188
H 6.918 -2.130 -1.175
H -2.004 -1.667 -5.649
H -2.316 2.486 -5.017
N -4.317 -3.552 1.729
O 5.942 -0.825 -4.782
O 7.199 6.329 8.554
C -8.201 -0.481 -4.781
H 7.947 -1.099 -4.992
C 1.619 -0.852 -0.536
Cl -5.936 -1.871 -7.721
H 4.435 5.705 11.412
C 3.510 -0.578 0.976
C -1.252 0.646 -4.948
C -4.605 -0.866 -2.370
H -5.054 -3.774 2.392
O -4.608 -3.274 -2.348
H 5.327 0.463 3.115
H 5.534 -1.053 -0.810
C -6.914 -5.901 0.700
H -10.012 -1.436 -4.552
H 2.227 -2.341 0.872
C 4.368 -1.542 -3.077
H -1.529 2.142 -3.441
H 3.382 -2.009 -2.961
N -5.672 -4.955 -1.209
O 4.906 2.484 3.260
O 6.493 5.921 11.387
C 4.724 -1.519 -4.550
H -8.977 0.631 -3.145
C 6.869 4.893 10.481
C -4.659 -3.907 -1.099
H -7.072 0.840 -1.824
C 7.036 -1.695 -5.013
H -2.206 0.030 -2.116
H -6.162 -3.230 -5.359
H -7.749 -5.915 -0.011
H -0.063 -2.247 -0.400
H 4.313 -0.537 -2.647
H -5.590 -6.945 -0.584
H 1.264 0.896 -1.787
O -0.369 -0.772 -1.912
H 8.166 4.562 8.819
C -1.405 2.116 -4.529
H 6.946 -2.163 -6.000
H -7.892 0.378 -5.386
H -4.322 -0.314 -1.463
H 6.712 1.549 3.339
H 5.068 7.331 11.734
C -2.413 -2.169 -1.749
H 8.571 7.878 8.545
H 0.925 -2.338 -1.850
H 7.371 4.118 11.069
H -4.437 -1.598 0.298
C 6.127 -1.514 -1.605
H 3.133 2.213 -0.925
N -9.531 -0.922 -5.288
H 7.408 7.904 9.902
C -2.238 -1.434 -4.596
C -5.606 -5.948 -0.115
H 5.989 4.445 10.011
H -7.007 -4.976 1.280
H -6.347 0.746 -3.512
C 3.465 3.379 4.995
H 4.132 -0.994 1.764
O 4.237 2.927 6.099
P -4.545 -1.126 -6.323
H 4.772 -2.536 -4.950
H -5.254 0.909 -6.542
C -6.861 0.221 -2.701
H -6.517 -1.366 -1.327
H -1.631 -1.136 0.641
H -8.629 -1.092 -2.783
O -5.214 0.286 -5.801
H -7.020 -6.783 1.344
H -1.678 -2.753 -2.323
H 6.592 -0.736 -2.217
H -3.695 -4.434 -0.923
H -7.492 -1.299 -5.008
H 6.004 3.719 5.324
H -4.709 -5.862 0.506
C -1.740 -0.769 -1.536
H 2.910 2.784 3.022
C 2.935 1.214 -0.544
C 0.455 -1.630 -1.141
H 8.714 5.854 9.897
C -8.256 -0.186 -3.284
H -2.435 -2.637 -0.760
P -4.972 -2.893 0.438
C 5.681 1.359 3.636
H 5.075 6.705 10.075
H 6.057 3.131 6.994
H 7.105 -2.468 -4.245
C -1.931 -0.341 -0.053
O -2.419 -0.032 -4.487
H 5.652 1.191 4.715
H 4.607 1.276 0.862
H -1.313 -1.696 -4.059

=====

2.
136
Properties=species:S:1:pos:R:3 method="wB97M-V/def2-TZVPD" homo_energy_ev=-8.86 energy_ev=-106683.689 orbital_gap_ev=9.053 charge=0
C -2.753 -1.029 1.218
H -4.318 0.586 -3.139
H -3.511 1.936 3.944
Cl 1.780 4.037 3.358
H -2.132 6.135 1.479
C -1.719 2.336 -4.194
H 3.633 -4.700 2.767
H -1.509 6.769 -3.983
H -0.364 1.329 -1.457
C 0.541 0.020 -0.014
H -0.712 2.395 2.793
C -2.482 -6.513 -0.560
O 1.406 -4.943 0.438
N 1.394 -5.890 2.521
O 4.063 0.728 3.657
H -0.576 -4.498 3.936
H 4.030 3.035 0.867
O 1.573 -4.536 -3.328
C -1.778 4.739 -0.178
C 4.418 0.363 2.551
N -3.700 -1.404 -3.299
C -1.547 6.013 0.570
N -3.011 4.200 -0.148
Cl -0.825 3.122 5.035
H -0.376 -0.797 -1.572
H -2.967 1.024 5.263
H 0.080 -2.895 -1.251
C -3.107 -4.338 -0.856
H 2.890 -1.483 -1.488
H 0.324 -2.706 2.520
C 1.964 -5.205 1.494
C -1.978 -2.382 -4.772
C 0.107 1.392 -0.470
H -1.890 -5.101 5.964
H -0.454 -5.844 -1.124
C 3.358 -4.635 1.706
H -3.678 -0.064 -1.636
C 1.326 2.327 3.595
H 5.982 6.290 -3.110
O 4.797 4.843 -1.051
C -4.251 -0.316 -2.526
O -2.283 4.710 -5.556
H 5.182 7.827 -3.462
H 0.871 2.162 -0.599
C -3.313 0.084 2.038
C -3.519 0.911 4.328
C 3.866 5.494 -1.521
H -2.093 -6.861 0.396
C 1.913 -3.407 -3.181
H 3.401 -1.329 1.701
H 1.880 2.060 4.488
H 0.131 6.005 -3.711
H 5.201 -1.335 1.512
H 5.672 3.129 1.602
H -0.262 -6.763 3.366
H 2.324 4.039 -1.732
C -2.107 -4.247 5.325
H -0.480 3.745 -3.181
H -2.697 -2.013 1.675
H -0.468 -2.749 0.542
C -0.193 2.140 3.711
O 1.145 -2.316 -3.426
O -3.389 -5.452 -0.165
H 1.152 -2.529 0.012
H 0.732 -1.234 3.256
O -1.968 -4.469 -1.475
H 4.495 -1.784 3.012
H 3.286 7.015 -2.774
N -0.923 -3.815 4.589
H -0.597 1.904 0.182
C 0.572 -2.283 3.501
H -1.804 -0.756 0.745
H -2.634 2.384 -1.172
H 1.719 1.791 2.733
C 3.132 -1.623 -2.546
H 3.325 -3.600 1.392
O -1.315 -1.616 4.845
N -0.107 -0.996 -0.619
H -0.320 1.094 3.989
H 2.340 4.808 -0.173
H -3.400 2.204 0.423
H -1.263 1.458 -3.736
H -3.433 -1.095 0.363
H 4.223 2.866 2.600
O -4.215 0.823 1.659
H -2.892 -4.459 4.599
H 1.533 -2.696 3.806
H -4.530 0.662 4.665
H -2.743 -2.915 -5.342
C -2.399 -1.548 -3.586
C 2.459 5.002 -1.237
C 2.008 -1.196 -3.493
H -1.316 -3.214 -4.517
H -0.489 6.255 0.588
H -0.418 6.466 -5.218
H -4.367 -2.011 -3.742
O -0.840 4.192 -0.767
H -2.247 -0.597 3.716
H 2.449 -1.053 -4.481
H 1.688 5.679 -1.607
O -1.562 -0.913 -2.940
H -3.073 -7.295 -1.033
H -0.587 -5.914 1.805
H -5.246 -0.587 -2.180
H 0.236 -7.543 1.958
N 4.765 1.204 1.532
H -2.383 -3.433 5.990
C -0.793 6.010 -4.292
C 4.358 -1.104 2.173
C 5.339 7.069 -2.699
O 3.163 -3.003 -2.904
N 4.039 6.560 -2.291
H -1.918 6.846 -0.049
C -1.441 4.728 -4.669
C -1.477 -5.791 -1.489
H 1.730 -5.545 3.406
C -0.611 -2.520 4.405
H -1.402 -1.759 -5.455
H 4.882 0.743 0.648
H -3.697 4.644 0.442
H 1.491 -0.319 -3.106
H -1.591 -6.224 -2.482
O -3.911 -3.451 -1.010
C 0.111 -2.370 -0.301
H 5.901 7.499 -1.870
O 1.240 -0.131 0.986
H 4.083 -5.346 1.310
N -2.958 0.038 3.340
C 0.106 -6.539 2.362
C -3.337 2.828 -0.475
N -1.106 3.629 -3.963
H -2.717 2.359 -3.747
H 4.102 -1.170 -2.736
H -1.797 2.136 -5.261
C 4.693 2.658 1.642
H -4.334 2.718 -0.906

=====

3.
131
Properties=species:S:1:pos:R:3 method="wB97M-V/def2-TZVPD" homo_energy_ev="-3.98 / -9.49" energy_ev=-97830.210 multiplicity=2 orbital_gap_ev="1.796 / 7.297" charge=+1
H 1.918 -4.421 -4.357
C 1.562 0.740 -6.779
H -1.441 -1.312 -4.215
F 2.439 1.694 1.771
H 0.245 -3.079 2.940
F 2.777 -0.198 0.810
C 2.390 -3.452 -4.198
H -1.043 -3.812 -0.983
H -2.748 -0.422 2.137
F 2.314 -3.024 1.344
H 1.481 5.584 1.664
O -2.188 -1.122 -2.220
H 3.279 -0.564 -4.303
H -0.335 4.988 4.037
C -4.251 -0.861 0.723
C -2.679 6.863 2.128
C -1.178 -1.525 -3.179
H 6.208 -1.108 -1.689
H 3.743 2.363 -6.388
C 5.278 -0.979 -2.243
H -0.242 -1.010 -2.959
H -1.827 -5.635 5.552
S 0.512 0.627 0.087
H -2.049 -4.982 3.010
C 2.031 -3.101 -1.867
O -0.028 -0.748 -0.180
H 1.270 3.879 2.200
H 3.091 0.341 -2.770
O -0.513 1.530 0.670
H 4.868 1.096 -5.842
O 3.818 -5.267 4.174
H 1.579 2.787 -4.895
H -2.629 2.816 0.790
H -2.705 0.694 -3.194
H 2.001 -2.272 -1.159
C -1.226 -2.202 5.760
O 1.088 1.166 -1.165
H 2.378 -2.892 -5.133
C -3.018 -1.247 1.477
C 3.774 2.916 -3.854
H -0.680 -1.776 2.143
C -3.174 -2.582 2.338
C 1.942 0.551 1.355
O 2.080 -3.618 4.614
C 1.245 4.927 2.501
H -5.121 -0.915 1.378
H -0.485 -4.740 5.042
H -1.365 -0.906 3.980
H -2.026 7.196 1.322
H -2.857 -3.415 6.572
H -2.027 -3.458 -2.972
H -0.098 1.042 -5.375
C -2.228 -4.282 3.826
H -2.844 5.370 4.332
H -2.292 7.337 3.030
H -0.196 -2.401 5.464
H -4.029 0.172 0.457
N 3.273 1.608 -4.447
H 2.124 5.045 3.134
H -3.658 7.339 2.059
H -2.163 -1.282 0.801
C 5.178 0.169 -3.303
H -3.977 1.625 2.414
H -3.375 0.509 -1.598
C -2.517 0.249 -2.217
C -4.164 2.698 2.380
H 3.384 3.075 -2.849
C -1.035 -3.006 -2.936
C -0.655 -2.841 2.373
C -1.811 -3.517 6.284
C 3.315 -3.495 2.107
C -1.857 -1.766 4.434
C -3.367 4.895 3.502
H -4.365 -1.346 -0.246
N -2.692 5.319 2.159
H -4.516 5.217 0.941
H 3.087 -0.596 -6.641
C -0.156 5.341 3.021
C 3.821 1.396 -5.891
H -4.198 2.943 0.160
H -1.380 -3.727 7.263
H 5.029 -1.951 -2.669
F 4.166 -2.526 2.612
H 5.567 1.074 -2.837
H 3.416 -3.744 -3.975
H -5.234 2.866 2.253
H 0.982 -0.018 -7.304
C -3.607 3.232 1.029
H 3.503 0.551 -7.797
H -3.128 5.159 0.029
C -3.520 4.775 0.970
H 1.459 1.833 -3.431
H 3.021 -3.493 -1.636
H 4.864 2.880 -3.863
H -2.598 3.045 3.890
H 1.310 1.669 -7.291
H 0.827 -4.346 -0.408
H -3.272 -4.325 4.137
H -0.496 -3.589 -3.682
H -1.295 -1.416 6.512
H -0.054 6.423 3.105
H -4.134 3.126 4.528
H -3.966 -2.524 3.084
C -3.586 3.427 3.635
H 0.660 -4.833 -2.135
S 2.685 -4.569 3.630
N -0.422 -3.253 -1.551
H -1.720 0.893 -1.845
H -2.919 -1.565 4.575
C 0.886 -4.019 -1.446
H -0.851 -3.412 1.465
H -0.955 5.193 1.096
F 1.435 -0.102 2.413
F 4.127 -4.197 1.241
H 4.515 -0.879 -1.471
H 1.125 -0.254 -4.997
H 5.815 0.087 -4.184
C -1.210 4.827 2.090
H 3.427 3.777 -4.425
C 3.666 0.251 -3.691
C -1.561 -4.642 5.188
O 1.657 -5.430 3.058
N -1.930 -2.849 3.262
O 1.848 -2.641 -3.184
H -0.382 -2.374 -1.055
C 3.002 0.474 -6.832
H -1.227 3.742 1.988
C 1.734 1.790 -4.484
H -4.366 5.328 3.445
H -3.338 -3.432 1.675
C 0.956 0.768 -5.334